[1]
A 10-piece molecular cluster, C25H43Cl3F6NO23PS2 overall at a distorted geometry. Source: the OMol25 dataset; level of theory: ωB97M-V with the def2-TZVPD basis set.

Results
2S+1: 2
Gap between HOMO and LUMO (spin up / spin down), eV: 1.718 / 9.926
Expectation value of S²: 0.75
Max |F|, eV/A: 6.42
Net charge: -1
E_LUMO (spin up / spin down), eV: 1.451 / 1.349

Cartesian coordinates (Å):
1 N 1.9903 -2.7059 2.0910
2 H 0.9950 -2.5798 1.9743
3 H 2.1565 -2.8940 3.0693
4 H 2.5210 -1.8881 1.8274
5 H 2.3282 -3.3853 1.4243
6 P 0.4770 -0.2415 -0.0566
7 F 0.9992 1.0771 -0.8532
8 F -0.9940 0.0122 -0.5700
9 F 0.5771 -1.0734 -1.4592
10 F 0.1178 -1.6584 0.6203
11 F 2.0822 -0.5356 0.4173
12 F 0.2032 0.5903 1.3685
13 C -2.6826 3.1992 0.1139
14 Cl -2.8179 3.4435 1.8623
15 Cl -1.1452 3.8997 -0.3649
16 Cl -4.0294 4.0341 -0.6118
17 H -2.6988 2.1342 -0.1178
18 C -3.6558 -0.7439 2.1188
19 C -2.9280 -1.1239 3.4536
20 C -3.5603 -2.2172 4.3104
21 O -2.5965 -3.2691 4.4216
22 C -1.4840 -2.8520 3.7629
23 O -0.4163 -3.4364 3.7388
24 O -1.7039 -1.6670 3.1258
25 H -4.5093 -0.1145 2.3711
26 H -4.0456 -1.6008 1.5693
27 H -3.1759 -0.1651 1.3296
28 H -2.6823 -0.2756 4.0925
29 H -4.3792 -2.7131 3.7892
30 H -3.8112 -1.8128 5.2910
31 C 3.1877 4.2090 1.2958
32 C 2.9770 3.3828 2.5756
33 C 2.7985 1.8977 2.3252
34 O 3.7431 1.2325 3.2382
35 C 4.4594 2.2324 3.7966
36 O 5.4831 2.0020 4.4816
37 O 4.2291 3.4275 3.3315
38 H 2.2611 4.3522 0.7399
39 H 3.9372 3.7064 0.6844
40 H 3.5711 5.2032 1.5251
41 H 2.2267 3.8151 3.2376
42 H 3.0965 1.5892 1.3231
43 H 1.7659 1.6335 2.5532
44 C 1.5967 3.6854 -2.5980
45 C 2.8123 2.7350 -2.4038
46 C 2.7675 1.4357 -3.2869
47 O 4.0851 1.3465 -3.8029
48 C 4.8001 2.4571 -3.4154
49 O 5.9731 2.6159 -3.6792
50 O 4.0524 3.2993 -2.7787
51 H 1.6882 4.5538 -1.9457
52 H 0.7428 3.0438 -2.3807
53 H 1.5068 3.9676 -3.6470
54 H 2.8954 2.3106 -1.4032
55 H 2.0161 1.4864 -4.0748
56 H 2.5041 0.5396 -2.7251
57 C -0.4841 2.4207 4.8620
58 C 0.3853 1.4310 5.6291
59 C -0.3087 0.2629 6.1964
60 O 0.3740 -0.8667 5.7578
61 C 1.3751 -0.5513 4.9496
62 O 2.2291 -1.2761 4.5073
63 O 1.3986 0.7909 4.7749
64 H -0.5909 2.1271 3.8177
65 H 0.0218 3.3833 4.7873
66 H -1.5329 2.5425 5.1328
67 H 0.9410 1.9560 6.4061
68 H -1.3549 0.0818 5.9497
69 H -0.1737 0.2662 7.2780
70 C -2.4560 3.1379 -4.3115
71 C -1.6721 1.7592 -4.5286
72 C -1.5719 0.8620 -3.3068
73 O -2.3114 -0.2645 -3.7092
74 C -2.6145 -0.2414 -5.0412
75 O -3.0796 -1.1964 -5.7291
76 O -2.4705 1.0354 -5.4300
77 H -3.5029 2.8697 -4.1689
78 H -2.1943 3.7545 -5.1714
79 H -1.9754 3.6338 -3.4682
80 H -0.6674 1.9837 -4.8869
81 H -2.0092 1.1829 -2.3614
82 H -0.5197 0.6250 -3.1494
83 C -1.9519 -3.4037 -2.0724
84 C -2.6848 -2.7685 -0.8833
85 O -3.7649 -3.6794 -0.6078
86 S -3.1257 -5.2600 -0.6973
87 O -4.1416 -6.2714 -0.9883
88 O -2.2282 -5.4293 0.3837
89 O -2.2845 -4.8421 -2.0780
90 H -0.8728 -3.2532 -2.1051
91 H -2.2878 -3.0266 -3.0384
92 H -3.0678 -1.7751 -1.1168
93 H -2.1036 -2.6859 0.0351
94 C 1.7339 -3.4449 -3.6965
95 C 0.7340 -2.5693 -4.4824
96 O -0.2585 -3.5517 -4.7707
97 S 0.4574 -5.0341 -5.0925
98 O 1.2023 -4.9692 -6.3658
99 O -0.4376 -6.1587 -4.8639
100 O 1.5634 -4.8178 -3.9016
101 H 1.6347 -3.2634 -2.6263
102 H 2.7600 -3.1067 -3.8404
103 H 1.2198 -2.1033 -5.3397
104 H 0.3606 -1.8929 -3.7136

=====

[2]
A 2-piece molecular cluster, C4H6ClN2P overall at a distorted geometry. Source: the OMol25 dataset; level of theory: ωB97M-V with the def2-TZVPD basis set.

Results
2S+1: 1
Energy above the lowest of the compared OMol25 structures with the same formula, charge and spin, kcal/mol: 17.34
Gap between HOMO and LUMO, eV: 6.249
Max |F|, eV/A: 2.96
E_LUMO, eV: -1.730

Cartesian coordinates (Å):
1 C -0.9947 -0.3731 1.3056
2 C -0.4723 0.5878 0.4539
3 C -0.9839 -1.7397 1.0582
4 C 0.7017 1.1648 -1.5638
5 N -0.4540 -2.3780 0.0194
6 N 0.0161 0.2322 -0.7406
7 P 0.2134 -1.4239 -1.1386
8 Cl 2.6275 0.3451 0.9820
9 H -1.6481 -0.1210 2.2208
10 H -0.3534 1.7063 0.6744
11 H -1.4904 -2.3953 1.8337
12 H 0.9949 0.9530 -2.5817
13 H 0.2207 2.0891 -1.4880
14 H 1.6225 1.3526 -1.0353

=====

[3]
C15H19BrCsF7KMgN2O6S as an isolated structure at a distorted geometry. Source: the OMol25 dataset; level of theory: ωB97M-V with the def2-TZVPD basis set.

Results
2S+1: 1
Gap between HOMO and LUMO, eV: 1.663
Max |F|, eV/A: 11.27
Net charge: +1
E_LUMO, eV: -6.047

Cartesian coordinates (Å):
1 C 1.4999 0.8743 3.8327
2 C -0.0983 1.2303 3.5162
3 O -0.5929 0.6443 2.2609
4 C -1.5184 -0.4888 2.5110
5 C -0.6074 -1.8838 2.6278
6 C -0.4647 -2.7041 4.0482
7 C -1.2104 -2.2171 5.4610
8 O -2.5045 -2.4774 5.7254
9 O -0.3151 -1.4565 6.3950
10 C 0.4822 -4.0624 4.1590
11 C 1.2771 -4.5368 2.7682
12 N 1.1135 -3.7640 1.4651
13 C 0.2433 -2.5082 1.3411
14 S 0.2157 -1.7207 -0.3913
15 O 0.2820 -2.9451 -1.3852
16 O -1.1242 -1.0017 -0.6789
17 C 1.7531 -0.7000 -0.7330
18 F 2.8239 -1.6869 -1.1313
19 F 2.2341 -0.0415 0.5379
20 C 1.5380 0.4216 -1.9310
21 F 0.4145 1.3744 -1.6408
22 F 1.3834 -0.2202 -3.2744
23 F 2.7828 1.2676 -1.9263
24 H 2.2192 1.3123 2.9967
25 H 1.6463 -0.2960 3.9904
26 H 1.8012 1.3918 4.8645
27 H -0.6864 0.9181 4.4782
28 H -0.1430 2.4110 3.4633
29 H -2.2824 -0.5549 1.6213
30 H -2.1512 -0.3692 3.5036
31 H 0.6378 -1.6751 6.1049
32 H 0.6273 -4.6497 5.1831
33 H 1.9941 -5.4691 2.7649
34 H 1.6492 -4.1089 0.6163
35 C -0.0877 3.9596 -4.0487
36 C -0.6036 2.9741 -5.0925
37 C -0.1842 3.3423 -6.5170
38 C -0.7416 4.7093 -6.8792
39 N -1.2039 5.8433 -7.1796
40 H -0.4944 4.9637 -4.2050
41 H -0.3867 3.6413 -3.0451
42 H 1.0062 4.0222 -4.0751
43 H -1.6976 2.9284 -5.0268
44 H -0.2247 1.9739 -4.8549
45 H -0.5663 2.5993 -7.2249
46 H 0.9075 3.3637 -6.6033
47 O -2.5304 1.4237 -2.7506
48 H -1.9868 0.8105 -2.2906
49 F 1.2829 3.3611 -8.1755
50 K 0.0791 -4.1062 -3.0915
51 Cs 0.4463 4.5352 -1.8123
52 Br -4.4360 0.4331 -2.1081
53 F -2.1889 -4.6852 6.5896
54 Mg -1.3090 -6.4009 5.2467